Entry from the OMol25 dataset: 13 unconnected molecules or ions with the total composition C28H67N21O8 at a distorted geometry (wB97M-V/def2-TZVPD).

The geometry in XYZ format:
```
124
Properties=species:S:1:pos:R:3:forces:R:3:mulliken_charge:R:1
H -1.161 1.222 -2.313 1.959 -0.348 1.569 0.14
H -1.607 -6.644 4.360 0.027 -1.020 1.243 0.30
C 3.628 -5.512 -2.954 -1.137 -2.645 -0.478 -1.07
C 1.916 -4.590 -0.504 0.698 0.025 -0.306 0.40
C -1.309 -2.904 -0.271 -0.142 0.041 0.322 0.18
C 2.870 -0.985 -1.932 0.522 -0.014 1.550 -0.98
H 4.873 5.765 2.032 0.101 -0.121 0.506 0.32
O -3.856 3.447 -2.292 0.135 -0.706 -0.263 -0.69
N -2.245 2.007 -5.146 -0.806 0.592 1.140 -0.54
H 2.545 -7.007 -1.809 0.293 -0.778 0.528 0.40
H -0.732 5.377 1.840 -0.324 0.557 0.192 0.41
C -4.729 1.836 3.154 0.461 1.639 -0.491 -0.76
N -2.819 5.296 3.327 -0.536 -0.460 0.658 -0.29
H 3.437 -5.014 -3.891 0.098 0.528 -0.171 0.25
C -4.225 0.920 0.850 0.112 2.020 -1.368 -1.04
N -4.245 5.423 -1.340 -1.271 0.054 -0.317 -0.48
N -2.308 1.616 4.095 1.090 -0.188 0.409 -0.40
H -1.127 -3.476 -6.729 -0.091 -0.995 0.464 0.14
H 1.645 -6.602 -3.205 -0.102 -0.207 -0.932 0.44
H -0.348 -4.403 5.139 0.166 -0.838 1.849 0.50
H 2.203 2.090 3.773 0.182 -0.989 0.636 0.28
H -0.684 -0.310 1.034 -1.005 -0.210 -0.043 0.08
C 2.671 -1.456 -3.316 -1.797 -1.898 -0.776 0.59
H -1.814 2.291 -6.012 0.440 -0.494 0.136 0.28
H 0.569 -5.878 -1.250 0.149 0.557 -0.327 0.18
H -5.206 2.623 3.764 0.171 -0.119 -0.355 0.32
H -1.739 -4.060 -1.864 -0.053 0.085 -0.758 0.26
H 1.777 0.395 -4.122 0.158 -0.555 -0.030 0.11
C -1.418 1.343 -4.232 0.504 1.232 -3.620 0.46
C 5.059 2.328 1.358 -0.129 1.570 0.309 0.19
C 0.449 1.253 0.218 -0.128 -0.887 0.616 0.12
H -1.476 -1.830 -1.959 -0.155 -0.561 -1.553 0.34
N -0.388 -1.630 -5.527 -0.917 -0.233 1.652 -0.05
C 5.185 3.646 2.081 0.722 -1.021 0.150 -0.20
H -4.372 1.059 -0.240 -0.162 -0.080 0.498 0.33
H -1.964 4.930 3.738 -0.325 -0.041 0.027 0.27
H -3.738 5.232 3.810 1.412 0.145 -0.927 0.19
H 4.349 -6.349 -3.178 -0.496 0.994 0.268 0.35
H -4.029 3.020 1.439 0.348 0.130 0.067 -0.11
H 4.029 -4.868 -2.197 0.235 0.377 0.282 0.35
C -0.696 -4.190 4.179 -1.224 1.088 -0.941 -1.03
H 4.541 3.584 2.944 0.066 -0.360 0.596 0.19
O -0.361 1.876 -0.466 -0.048 -0.205 0.198 -0.85
C 1.388 -5.244 -1.658 -1.486 -1.628 -0.637 0.25
C -1.154 -2.566 -4.928 -0.085 -1.289 0.318 0.59
C -2.150 -6.197 3.572 -0.565 0.974 -0.171 -0.58
C 2.540 -1.300 2.817 1.602 1.390 -0.980 0.25
N -2.283 4.277 -0.877 0.127 0.383 0.305 -0.19
H 3.508 4.270 -0.202 -0.045 -0.403 -0.546 0.22
C -2.724 5.883 2.102 -1.116 -0.086 1.504 0.44
N 2.501 -1.309 -6.677 -0.126 -1.404 -3.166 -0.58
N -1.382 -3.636 -5.759 -0.227 0.262 -0.374 -0.48
O -0.346 0.960 -4.721 0.356 -0.379 1.272 -0.74
H -2.043 4.731 -0.012 -0.659 0.767 0.016 0.23
N -1.845 1.145 -2.993 -2.852 0.793 0.517 -0.04
H 2.925 -1.819 -1.209 -0.464 0.256 -0.261 0.14
H -1.705 3.474 -0.929 0.117 -1.099 -0.682 0.31
H -5.233 5.229 -1.511 0.621 0.386 0.008 0.26
C -1.383 -6.508 2.388 0.699 -0.702 -2.112 0.33
N 4.946 1.326 0.813 -0.006 -0.249 -0.105 -0.47
H -2.900 -4.302 4.456 0.008 -0.111 0.244 0.42
C 3.543 5.043 0.542 0.336 -0.877 0.758 -0.89
H -0.270 -1.715 -6.516 0.488 0.566 -0.038 0.23
O -0.031 4.323 3.255 1.020 -1.034 0.400 -0.74
O 2.595 -0.121 3.251 -0.075 -1.560 -0.127 -0.65
H -5.671 2.563 1.301 -0.390 -0.313 -0.035 0.40
H -4.029 6.021 -0.581 0.063 0.627 0.991 0.25
C 2.527 -0.847 -5.653 0.271 1.574 2.550 0.08
H 2.040 -0.319 -1.681 0.168 -0.006 0.310 -0.11
H 0.962 -4.590 -2.401 -0.329 0.813 0.269 -0.13
H 0.916 -0.292 1.423 1.271 -0.736 0.941 0.01
H -1.990 -4.806 -0.352 0.495 0.522 -0.156 0.23
C -4.703 2.192 1.610 0.297 -1.478 1.028 0.02
N -1.004 -1.862 -1.092 0.065 1.212 0.486 0.28
H 1.607 2.601 2.246 0.542 0.217 1.266 -0.14
C 2.606 -0.311 -4.311 0.715 0.289 0.289 -0.34
O -1.578 -2.595 -3.758 0.682 0.424 -0.825 -0.73
H -5.262 0.942 3.389 -0.457 -0.778 -0.196 0.44
H 3.549 -2.695 1.598 -0.142 -0.022 0.082 0.28
N 0.343 2.993 5.083 -0.858 1.493 0.883 -0.56
N 1.780 1.628 0.322 -1.148 2.045 -1.160 0.16
H -2.662 1.707 -2.654 0.571 -0.482 -0.848 0.15
N -1.525 5.956 1.546 2.635 -0.454 -0.692 -0.43
N 2.443 -4.164 0.416 0.167 0.468 0.702 -0.63
O -1.335 -2.851 0.946 0.235 0.653 1.211 -0.65
H 2.443 0.902 0.325 1.059 -0.893 0.248 -0.16
H -0.256 -0.785 -4.974 0.042 0.447 -0.824 -0.01
H 6.273 3.734 2.357 -1.164 -0.255 0.179 0.34
H 4.406 -1.214 1.986 -0.314 -0.055 -0.057 0.22
H 1.644 -1.904 -3.418 0.736 0.005 0.465 -0.30
H 0.048 -4.586 3.505 0.128 0.038 -0.501 0.29
N 1.690 2.769 3.277 -1.022 1.087 -2.805 0.11
H -1.100 -0.932 -0.706 0.277 -0.362 0.443 -0.41
C 0.622 3.412 3.812 -0.294 0.531 -0.229 0.53
N 0.174 0.173 1.000 -0.350 1.529 -1.029 0.38
H 0.189 2.015 5.124 -0.007 -0.960 0.235 0.27
H 5.687 5.078 0.683 -0.215 0.266 -0.260 0.29
N 1.410 -2.024 2.956 -0.944 0.388 1.067 -0.02
C -3.491 4.328 -1.514 0.921 -0.844 -0.185 0.49
H 3.524 0.252 -4.181 0.267 0.328 -0.425 0.59
H -1.425 6.655 0.829 0.047 -0.201 -0.014 0.21
N 3.604 -1.819 2.095 -0.962 0.346 0.760 -0.26
C -3.365 1.690 3.675 -1.154 0.157 -0.420 0.24
C 4.835 4.920 1.354 0.412 0.644 -1.517 -0.51
H -3.168 -6.605 3.407 0.583 0.191 0.479 0.34
N -0.844 -6.790 1.400 -0.535 0.459 1.202 -0.49
H 3.341 -2.321 -3.561 -0.135 1.128 -0.243 0.37
H 3.524 5.989 0.049 -0.040 0.686 -0.357 0.42
O -3.678 6.370 1.537 -1.731 0.689 -0.743 -0.75
C -2.111 -4.660 3.805 0.669 -0.640 -1.388 -0.20
H -3.147 0.828 0.930 0.171 -0.235 0.417 0.09
H 3.831 -0.478 -1.764 -0.233 0.247 -0.319 0.46
H 2.648 4.944 1.145 -0.138 0.026 0.289 0.11
H -0.448 3.511 5.489 0.594 -0.520 -0.357 0.28
H -1.535 -4.542 -5.340 -0.135 0.293 -0.475 0.24
H -2.767 2.793 -4.772 -0.306 -0.380 0.229 0.24
C 2.283 -6.200 -2.452 1.906 1.551 0.870 -0.84
H -2.285 -4.302 2.784 -0.243 0.701 0.378 0.03
H -4.726 0.030 1.147 -0.368 -0.707 0.373 0.49
N -1.521 -4.077 -0.893 -0.612 -1.403 -0.172 -0.19
H -0.712 -3.095 4.163 0.156 -0.173 -0.360 0.09
H 1.952 2.337 -0.402 0.245 -0.508 0.516 0.09
H 0.751 -1.628 3.608 0.182 0.296 -0.136 0.12
H 1.041 -2.856 2.551 0.778 -0.584 -0.780 0.04
```
Positions in Å, forces in eV/Å.

Output
LUMO level: 0.550 eV
gap between HOMO and LUMO: 10.143 eV
M: 826.0 g mol⁻¹
DFT total energy: -77803.264 eV
relative energy (zero: lowest compared OMol25 entry of this formula, charge and spin): 0.0 kcal/mol